(1)
This record from the Open Molecules 2025 dataset describes a structure of composition C8H22N2OSi in a non-equilibrium geometry. The level of theory is ωB97M-V/def2-TZVPD.

Cartesian coordinates (Å):
C -2.220913 -1.242879 -1.569149
C -2.384798 0.138474 0.596837
C -1.730884 1.122545 -1.636805
C 1.058654 0.438749 2.352552
C 2.827201 0.049331 0.538681
C 1.520125 1.954485 0.404792
C -1.654834 -0.103268 -0.735338
C 1.376257 0.509400 0.802879
N -0.230805 -3.132066 1.073860
N 1.290209 -1.988406 -1.852051
O -0.168484 -1.698116 1.012513
Si 0.142104 -0.631195 -0.176413
H -2.012521 -2.169688 -1.213724
H -3.280197 -1.045280 -1.708697
H -1.813291 -1.282652 -2.473611
H -1.730929 0.714378 1.328390
H -2.421443 -0.683039 1.323940
H -3.278567 0.730430 0.541979
H -2.717999 1.268055 -2.007043
H -1.314109 1.918053 -1.045607
H -1.077621 1.110884 -2.534005
H 0.157191 1.158572 2.505953
H 0.717875 -0.489541 2.826618
H 1.682466 0.890189 3.148644
H 2.901434 -0.957310 0.825381
H 3.652783 0.708782 1.075135
H 2.950944 0.116169 -0.624991
H 1.420450 2.165815 -0.661446
H 0.619579 2.424429 0.888661
H 2.400931 2.358600 0.847802
H 0.710351 -3.525745 0.786365
H -0.932322 -3.403803 0.416767
H 0.824400 -1.968986 -2.771707
H 2.092178 -1.327211 -2.111450

Atomic forces in eV per Å
-1.981 2.278 2.512
2.027 0.584 1.981
1.938 -0.012 0.186
-2.628 1.771 0.750
0.708 1.023 -1.703
-3.655 0.954 0.518
1.142 -0.448 -0.449
1.882 -0.225 0.965
1.547 0.063 0.380
0.012 3.136 1.180
0.264 -1.546 0.384
0.862 -1.026 -1.889
-0.003 -2.957 1.660
-0.347 -0.401 0.131
1.864 0.374 -4.045
-0.345 0.307 -1.212
-0.831 -0.630 -1.014
-0.725 -0.086 -0.291
-0.976 0.492 0.049
-0.469 1.084 0.093
-0.228 -0.556 0.426
0.955 -1.241 -0.328
0.263 -0.115 -0.837
0.948 -0.080 -1.173
0.750 -1.542 0.315
-1.865 -1.353 -1.047
0.358 -0.137 2.141
0.433 -0.134 -0.011
0.827 0.427 -0.574
0.597 0.538 0.082
-1.530 0.891 0.059
-0.244 -0.309 -0.650
-0.517 -0.031 0.589
-1.033 -1.094 0.822

The value obtained for the frontier orbital gap is 9.4 eV. The value obtained for the HOMO energy is -8.9 eV. The calculation puts the energy above the lowest of the compared OMol25 structures with the same formula, charge and spin at 355.3 kJ/mol. The total charge is 0. The value obtained for the electronic energy is -21554.5442 eV.

---

(2)
This record from the Open Molecules 2025 dataset describes a cluster of 2 separate species, C3H9N2 in total in a non-equilibrium geometry. The level of theory is ωB97M-V/def2-TZVPD.

Cartesian coordinates (Å):
C -1.064847 -1.298946 0.118449
C 1.836419 1.789783 -0.216881
C 0.422946 1.886474 -0.577592
N -1.627472 -1.120514 1.311664
N -0.952758 -2.427800 -0.545102
H 2.286834 0.725044 -0.325720
H 2.061601 2.194205 0.780722
H 2.415284 2.206649 -0.924661
H -0.062154 2.655845 -0.100195
H -0.044494 1.231918 -1.236720
H -1.791635 -0.217377 1.589048
H -1.983784 -1.823489 1.881394
H -0.589001 -2.418434 -1.549879
H -0.906939 -3.383356 -0.204527

Atomic forces in eV per Å
-0.782 0.502 0.309
-1.191 -3.832 2.437
2.416 -1.193 0.828
1.792 -1.218 -2.838
1.325 -0.020 -2.059
-1.093 1.347 0.472
-0.025 0.009 -0.517
2.136 2.333 -2.716
-1.694 1.545 0.771
-0.756 -0.746 -1.299
-0.219 2.341 0.836
-0.776 -1.664 1.026
-0.664 0.450 2.097
-0.468 0.146 0.652

The value obtained for the frontier orbital gap (spin up / spin down) is 4.9 / 9.3 eV. The value obtained for the HOMO energy (spin up / spin down) is -11.9 / -14.3 eV. The calculation puts the energy above the lowest of the compared OMol25 structures with the same formula, charge and spin at 490.9 kJ/mol. The total charge is +1. The value obtained for the electronic energy is -6225.9603 eV.

---

(3)
This record from the Open Molecules 2025 dataset describes a structure of composition C12H42Ca2O18P2S in a non-equilibrium geometry. The level of theory is ωB97M-V/def2-TZVPD.

Cartesian coordinates (Å):
Ca -5.395233 -2.135026 -0.999965
Ca -1.715033 2.832454 -4.761405
S -0.705343 0.086724 -0.666675
O -0.846063 1.307514 -1.427625
O 0.085037 0.312864 0.536045
O -2.011003 -0.427616 -0.309675
O -0.027983 -0.894646 -1.514825
C 2.219027 -0.662206 -6.187825
O 1.377367 0.130414 -5.356285
H 2.269677 -0.179156 -7.163635
H 3.178497 -0.637496 -5.671185
H 1.789937 -1.654126 -6.329515
H 1.272227 -0.359236 -4.537275
C 5.039847 -1.261346 2.235265
O 4.437967 0.013404 2.368395
H 5.417067 -1.470296 3.236335
H 4.299977 -2.041766 2.057395
H 5.874967 -1.171246 1.540605
H 3.636707 0.004274 1.839735
C -1.595093 -4.682486 -4.363225
O -2.026513 -4.081956 -3.145545
H -0.674573 -4.165156 -4.633635
H -1.437173 -5.760756 -4.341015
H -2.315163 -4.483836 -5.157035
H -1.259423 -3.556526 -2.906575
C -0.290133 -3.581176 3.132805
O 0.235137 -2.369066 3.646215
H 0.323877 -3.890006 2.286805
H -0.291043 -4.270676 3.977015
H -1.348133 -3.407176 2.936665
H 0.343907 -1.778726 2.897035
C 1.140997 5.057124 2.964725
O 0.326637 3.970184 3.292965
H 2.129037 4.759884 2.613225
H 0.772427 5.579054 2.081645
H 1.195677 5.752524 3.802305
H 0.526297 3.253474 2.686285
C 3.058837 -5.079486 -1.739525
O 3.375247 -3.678306 -1.787015
H 1.994847 -5.191126 -1.948235
H 3.592917 -5.659386 -2.492235
H 3.354967 -5.539286 -0.796665
H 2.536707 -3.214946 -1.725865
C 2.164947 7.584534 -2.670655
O 3.051227 6.490134 -2.755535
P 3.007737 5.497304 -4.004585
O 1.629487 5.110554 -4.399945
O 3.801017 6.310514 -5.195105
C 4.096897 5.647514 -6.426755
O 3.958357 4.220534 -3.609245
C 3.726207 3.384594 -2.471835
H 1.378047 7.473454 -3.416675
H 2.699917 8.526894 -2.788425
H 1.609447 7.622424 -1.733605
H 5.180327 5.566944 -6.515115
H 3.665077 6.229844 -7.240705
H 3.640667 4.657814 -6.447905
H 2.870077 3.692904 -1.871765
H 4.657637 3.402324 -1.905935
H 3.487197 2.371744 -2.796065
C -4.552433 -0.061526 5.194915
O -5.701663 -0.758726 5.555485
P -5.976363 -2.200276 4.886345
O -5.975033 -2.434626 3.425885
O -4.899273 -3.135136 5.644975
C -4.764353 -3.121666 7.018285
O -7.383033 -2.572496 5.625615
C -7.998873 -3.845156 5.374805
H -3.922733 0.306354 6.005005
H -4.806743 0.787674 4.560645
H -3.898843 -0.656586 4.557105
H -5.275723 -2.272696 7.471985
H -3.714963 -3.036926 7.300585
H -5.120273 -4.018936 7.524555
H -7.341283 -4.519956 4.826785
H -8.920773 -3.569146 4.862935
H -8.239823 -4.455816 6.244945

Atomic forces in eV per Å
1.288 0.140 0.727
1.470 -0.343 1.143
2.606 -1.744 0.077
-0.763 3.367 -2.095
-0.208 0.276 0.247
-3.525 -1.110 0.857
0.301 -0.825 -0.729
0.063 0.430 0.136
-1.182 0.459 0.093
0.185 0.014 0.134
0.297 -0.621 -0.624
0.326 -0.149 0.100
-0.015 0.090 0.333
0.187 0.361 1.198
-0.651 0.333 -0.299
0.407 -0.242 -0.098
0.211 -0.054 -0.601
-0.159 -0.617 -0.223
-0.037 0.227 -0.004
0.102 0.445 -0.787
-0.115 -0.078 0.138
0.160 -0.433 -0.394
0.035 0.049 0.494
-0.143 0.014 0.010
-0.235 0.224 0.727
-0.148 0.707 0.968
0.249 0.246 0.066
-0.425 -0.520 -0.052
0.388 -0.339 -0.312
-0.149 -0.316 -0.762
0.049 0.298 0.021
0.401 0.444 -0.884
-0.290 -0.423 0.259
0.385 -0.175 0.625
-0.518 0.419 0.001
0.073 -0.184 -0.059
-0.071 -0.131 0.030
0.013 0.208 -0.215
0.026 -0.601 -0.139
-0.059 -0.379 0.278
0.153 0.408 -0.302
-0.311 0.245 0.266
0.127 0.190 0.138
-1.178 0.764 -0.279
0.781 -1.350 -0.571
1.322 -0.224 -0.421
-0.141 -0.262 0.005
-0.950 -1.133 2.351
-0.150 -0.268 -0.161
-1.143 2.445 -1.102
-0.156 -0.270 0.286
0.138 0.272 -0.292
0.051 -0.185 -0.142
0.525 -0.377 0.330
-0.142 0.005 -0.110
0.196 0.074 0.065
0.128 -0.092 -0.051
0.181 0.365 0.089
-0.294 -0.126 0.169
0.280 0.028 -0.224
1.677 0.889 -1.622
-1.617 -1.515 -0.357
-0.696 -1.132 2.412
0.328 0.642 0.421
-0.639 0.128 -2.732
0.394 0.476 2.386
1.676 0.719 -0.164
-0.161 -0.135 -0.549
-0.578 -0.287 0.457
-0.256 0.177 0.218
0.155 -0.284 0.086
-0.079 0.024 -0.004
0.113 0.053 -0.305
-0.285 -0.206 -0.477
-0.099 0.288 -0.598
0.067 -0.660 -0.226
0.056 0.848 0.626

The value obtained for the frontier orbital gap is 2.8 eV. The value obtained for the HOMO energy is -11.9 eV. The calculation puts the energy above the lowest of the compared OMol25 structures with the same formula, charge and spin at 1557.3 kJ/mol. The total charge is +2. The value obtained for the electronic energy is -116249.3287 eV.

---

(4)
This record from the Open Molecules 2025 dataset describes an isolated molecule of C4H6O2. The level of theory is ωB97M-V/def2-TZVPD.

Cartesian coordinates (Å):
O 2.237497 0.612800 0.827882
C 1.559872 -0.168661 0.205991
C 0.158385 0.155884 -0.269440
O 0.173367 1.020124 -1.370002
C -0.881699 -0.908982 -0.248852
C -0.978278 0.265731 0.696254
H 1.961369 -1.156875 -0.100240
H 0.477613 1.876542 -1.045932
H -0.602530 -1.869201 0.179482
H -1.578473 -0.964505 -1.079928
H -0.800209 0.126079 1.758066
H -1.726912 1.011063 0.446718

Atomic forces in eV per Å
-0.318 -0.318 -0.281
0.203 0.288 0.203
-0.102 -0.117 0.109
0.036 -0.008 -0.070
0.001 -0.177 -0.080
-0.094 0.112 0.181
-0.020 0.065 0.092
0.003 0.027 -0.075
0.009 0.129 -0.115
0.137 0.086 0.132
-0.003 -0.051 -0.167
0.147 -0.037 0.071

The value obtained for the frontier orbital gap is 10.7 eV. The SMILES is O=CC1(O)CC1. The value obtained for the HOMO energy is -9.9 eV. The calculation puts the energy above the lowest of the compared OMol25 structures with the same formula, charge and spin at 178.3 kJ/mol. The total charge is 0. The value obtained for the electronic energy is -8338.6134 eV.

---

(5)
This record from the Open Molecules 2025 dataset describes an isolated molecule of C3H5ClN2 in a non-equilibrium geometry. The level of theory is ωB97M-V/def2-TZVPD.

Cartesian coordinates (Å):
C -0.285411 -0.385497 0.145191
C -0.542917 -1.717501 0.335670
C 0.193581 0.841307 0.909309
N -0.177419 -0.612462 -1.286249
N -0.502782 -2.030331 -1.026614
Cl -1.188116 -2.835864 1.566302
H -0.541495 1.409915 1.381334
H 0.880520 0.441734 1.601232
H 0.587489 1.527761 0.295871
H 0.690030 -0.695298 -1.756296
H -1.310825 -2.246555 -1.576162

Atomic forces in eV per Å
0.448 7.819 -1.420
-0.063 -7.814 2.095
-1.503 -4.269 -0.231
-1.140 -0.093 0.768
0.033 -0.030 -0.120
0.058 1.543 -1.177
-1.663 0.395 1.284
1.192 0.064 1.280
2.073 2.143 -2.601
1.625 0.785 -0.023
-1.060 -0.542 0.145

Its expectation value of S² is 2.01. The value obtained for the frontier orbital gap (spin up / spin down) is 5.8 / 8.5 eV. The value obtained for the HOMO energy (spin up / spin down) is -4.8 / -9.8 eV. The calculation puts the energy above the lowest of the compared OMol25 structures with the same formula, charge and spin at 134.7 kJ/mol. Its spin multiplicity is 3. The total charge is 0. The value obtained for the electronic energy is -18687.8789 eV.

---

(6)
This record from the Open Molecules 2025 dataset describes a cluster of 2 separate species, C11H13Br in total in a non-equilibrium geometry. The level of theory is ωB97M-V/def2-TZVPD.

Cartesian coordinates (Å):
C -2.917569 -1.018772 -1.003092
C -1.920046 0.077410 -0.703882
C -0.544482 -0.293910 -0.203729
Br -0.122299 -2.191858 0.221238
C -1.519130 0.449634 0.705358
C -0.928251 1.861732 1.000933
H -3.250278 -1.533001 -0.131959
H -2.216727 -1.884607 -1.435713
H -3.798655 -0.632327 -1.652955
H -1.811269 0.816861 -1.367996
H 0.439197 0.002696 -0.448343
H -1.915263 -0.002005 1.474600
H -0.216183 1.654790 1.784932
H -1.792309 2.411164 1.315631
H -0.639369 2.320808 0.017635
C 3.470737 1.167526 -0.707955
C 3.977292 0.071321 -1.354860
C 4.039469 -1.067730 -0.499833
C 3.575254 -1.066832 0.753680
C 2.949797 0.067182 1.385787
C 2.995255 1.128622 0.481193
H 4.297934 -0.156338 -2.308804
H 4.389138 -1.978394 -0.896508
H 3.599492 -1.951934 1.235423
H 2.373910 0.227511 2.341476

Atomic forces in eV per Å
1.216 -0.966 -2.129
0.463 -2.359 2.542
-1.292 -2.176 1.762
-0.449 0.310 -0.071
4.077 2.999 -4.852
-1.924 -1.461 -1.597
-0.675 0.106 0.893
-2.085 1.726 -0.093
1.664 -1.049 1.000
-0.193 2.797 -2.595
0.352 1.309 -0.577
-2.102 -2.613 3.793
0.593 0.874 -0.056
-0.133 0.889 0.734
0.554 -0.394 1.254
-1.117 -0.375 2.441
-0.222 -0.922 1.933
0.035 1.690 -1.651
-1.610 2.944 1.627
-0.550 1.449 -0.498
1.250 -0.659 -2.143
0.549 0.633 -2.169
0.525 -0.907 -0.512
-0.021 -2.747 1.905
1.095 -1.097 -0.939

The value obtained for the frontier orbital gap is 9.1 eV. The SMILES is C[C@@H]1C(Br)[C@H]1C.c1ccccc#1. The value obtained for the HOMO energy is -9.3 eV. The calculation puts the energy above the lowest of the compared OMol25 structures with the same formula, charge and spin at 526.2 kJ/mol. The total charge is 0. The value obtained for the electronic energy is -81653.9638 eV.